{"formula": "C60H150N10O20", "method": "wB97M-V/def2-TZVPD", "molar_mass_g_mol": 1331.9, "smiles": "COCCNCCOC.COCCNCCOC.COCCNCCOC.COCCNCCOC.COCCNCCOC.COCCNCCOC.COCCNCCOC.COCCNCCOC.COCCNCCOC.COCCNCCOC", "relative_energy_kcal_mol": 151.1, "homo_energy_ev": -8.496, "elements": ["C", "O", "C", "C", "N", "C", "C", "O", "C", "H", "H", "H", "H", "H", "H", "H", "H", "H", "H", "H", "H", "H", "H", "H", "C", "O", "C", "C", "N", "C", "C", "O", "C", "H", "H", "H", "H", "H", "H", "H", "H", "H", "H", "H", "H", "H", "H", "H", "C", "O", "C", "C", "N", "C", "C", "O", "C", "H", "H", "H", "H", "H", "H", "H", "H", "H", "H", "H", "H", "H", "H", "H", "C", "O", "C", "C", "N", "C", "C", "O", "C", "H", "H", "H", "H", "H", "H", "H", "H", "H", "H", "H", "H", "H", "H", "H", "C", "O", "C", "C", "N", "C", "C", "O", "C", "H", "H", "H", "H", "H", "H", "H", "H", "H", "H", "H", "H", "H", "H", "H", "C", "O", "C", "C", "N", "C", "C", "O", "C", "H", "H", "H", "H", "H", "H", "H", "H", "H", "H", "H", "H", "H", "H", "H", "C", "O", "C", "C", "N", "C", "C", "O", "C", "H", "H", "H", "H", "H", "H", "H", "H", "H", "H", "H", "H", "H", "H", "H", "C", "O", "C", "C", "N", "C", "C", "O", "C", "H", "H", "H", "H", "H", "H", "H", "H", "H", "H", "H", "H", "H", "H", "H", "C", "O", "C", "C", "N", "C", "C", "O", "C", "H", "H", "H", "H", "H", "H", "H", "H", "H", "H", "H", "H", "H", "H", "H", "C", "O", "C", "C", "N", "C", "C", "O", "C", "H", "H", "H", "H", "H", "H", "H", "H", "H", "H", "H", "H", "H", "H", "H"], "positions_angstrom": [[-0.73363, -3.81138, -8.96578], [-1.24915, -3.23909, -10.14576], [-1.75991, -4.23794, -11.00933], [-2.42565, -3.45685, -12.19912], [-1.42574, -2.72091, -12.91172], [-1.93670, -1.85527, -13.97335], [-0.81019, -1.09456, -14.66304], [-0.08758, -0.24801, -13.81046], [1.05488, -0.76349, -13.24392], [-0.69571, -3.04500, -8.19162], [0.19478, -4.38059, -9.01238], [-1.47438, -4.50870, -8.57443], [-2.62955, -4.64869, -10.49637], [-0.99716, -4.93644, -11.35342], [-3.25917, -2.86128, -11.82677], [-2.82792, -4.23163, -12.85181], [-0.81059, -2.24456, -12.26768], [-2.55776, -1.08486, -13.51634], [-2.51833, -2.54798, -14.58160], [-1.25189, -0.46374, -15.43447], [-0.15769, -1.76416, -15.22337], [1.59908, -0.01158, -12.67246], [1.78900, -1.09748, -13.97716], [0.87531, -1.62221, -12.59705], [-5.07673, -1.95652, 2.37121], [-4.09321, -2.97880, 2.25685], [-4.53036, -4.23227, 2.67373], [-3.48677, -5.32651, 2.47136], [-3.78499, -6.20937, 1.36153], [-3.94163, -5.52566, 0.06781], [-2.72676, -4.75050, -0.44495], [-1.79518, -5.64792, -0.98291], [-0.80424, -5.05107, -1.74400], [-5.12541, -1.69140, 3.42735], [-6.01977, -2.26508, 1.92003], [-4.75376, -1.04254, 1.87278], [-5.51235, -4.45419, 2.25593], [-4.63667, -4.10739, 3.75132], [-3.38985, -5.89542, 3.39605], [-2.50856, -4.85567, 2.37377], [-2.89179, -6.61918, 1.12837], [-4.80128, -4.85551, 0.06360], [-4.16799, -6.33213, -0.62966], [-2.20157, -4.16677, 0.31105], [-3.05009, -4.02053, -1.18705], [0.13206, -4.92244, -1.20096], [-1.13510, -4.13057, -2.22495], [-0.43227, -5.79535, -2.44812], [-4.97913, 0.80478, -3.05529], [-4.73544, 0.37672, -4.40088], [-5.61161, 0.81822, -5.37489], [-5.06232, 0.35975, -6.72048], [-4.01078, 1.28259, -7.21440], [-3.55993, 0.72281, -8.53849], [-2.38420, 1.47968, -9.11906], [-1.28705, 1.40088, -8.22906], [-0.64761, 2.65611, -7.97520], [-5.09370, 1.88866, -3.04154], [-4.09170, 0.53643, -2.48210], [-5.83130, 0.34751, -2.55250], [-5.67167, 1.90602, -5.34053], [-6.62800, 0.43885, -5.26946], [-5.81538, 0.37464, -7.50837], [-4.70232, -0.66867, -6.69122], [-3.18475, 1.17587, -6.64310], [-4.34800, 0.80614, -9.28689], [-3.24996, -0.30943, -8.37574], [-2.70077, 2.49930, -9.33878], [-2.08912, 0.96874, -10.03556], [-0.13117, 3.07010, -8.84122], [0.12050, 2.49071, -7.21973], [-1.21191, 3.50879, -7.59758], [2.78987, 3.47258, 0.72163], [4.10526, 3.73463, 1.23098], [5.09141, 2.73166, 0.92066], [5.63366, 2.74917, -0.49410], [4.89556, 1.76589, -1.33246], [4.88345, 2.07968, -2.74927], [6.32713, 1.88853, -3.34401], [6.85099, 0.62275, -3.20178], [8.21351, 0.64410, -3.68102], [2.29333, 4.42591, 0.54075], [2.24104, 2.76458, 1.34263], [2.72215, 3.05209, -0.28171], [4.74703, 1.73708, 1.20405], [5.98839, 2.89348, 1.51844], [6.69131, 2.52348, -0.35793], [5.54031, 3.73828, -0.94247], [5.36160, 0.87398, -1.24642], [4.67133, 3.12425, -2.97727], [4.21871, 1.35184, -3.21456], [6.99548, 2.58567, -2.83863], [6.47946, 2.28256, -4.34882], [8.92463, 1.15864, -3.03476], [8.35929, 1.17189, -4.62352], [8.55217, -0.37967, -3.84006], [-0.10103, -0.11538, 2.75064], [0.33792, -1.20677, 1.99552], [0.92222, -0.91586, 0.76021], [0.03623, -0.05835, -0.18789], [0.49668, -0.18155, -1.54456], [-0.37976, 0.19437, -2.65114], [-0.73654, 1.71919, -2.61911], [0.37846, 2.49434, -2.82387], [0.17799, 3.92524, -2.75140], [0.69197, 0.61484, 2.91200], [-0.59262, -0.45043, 3.66397], [-0.90154, 0.24906, 2.10684], [1.06203, -1.91834, 0.35576], [1.92627, -0.50773, 0.87603], [-0.08285, 0.93675, 0.24069], [-0.96914, -0.47942, -0.18153], [1.32708, 0.38805, -1.46661], [-1.37491, -0.24456, -2.57967], [-0.05218, -0.10526, -3.64663], [-1.17954, 1.88247, -1.63667], [-1.55591, 1.90233, -3.31424], [1.09308, 4.48082, -2.95643], [-0.28475, 4.21540, -1.80813], [-0.57230, 4.26152, -3.46700], [-0.75631, 11.79182, -4.69604], [-0.19416, 12.88333, -5.42845], [-1.14998, 13.78323, -6.04530], [-0.47767, 14.84006, -6.87054], [-1.45240, 15.70178, -7.54198], [-2.15514, 15.17427, -8.71751], [-3.49918, 15.92628, -8.87504], [-4.34225, 15.63218, -7.82885], [-5.75488, 15.87065, -8.05072], [-0.26241, 11.57012, -3.74998], [-0.71450, 10.91779, -5.34598], [-1.69566, 12.09045, -4.23072], [-1.71217, 14.33497, -5.29190], [-1.87972, 13.22987, -6.63638], [0.23466, 14.41393, -7.57700], [0.07068, 15.48727, -6.18603], [-2.16199, 16.00179, -6.88885], [-2.35642, 14.12374, -8.50781], [-1.48618, 15.20219, -9.57764], [-3.97700, 15.72872, -9.83461], [-3.30620, 16.99385, -8.98060], [-6.12383, 15.20115, -8.82773], [-5.95792, 16.88731, -8.38728], [-6.33053, 15.64485, -7.15308], [-9.25498, -1.12495, 12.46602], [-8.53612, -0.56917, 11.46037], [-7.20506, -0.15455, 11.82939], [-6.45211, 0.21074, 10.50288], [-5.06758, 0.45154, 10.71419], [-4.47958, 0.82702, 9.41137], [-3.05555, 1.26755, 9.59987], [-3.04185, 2.55987, 10.25463], [-1.79401, 2.97389, 10.83790], [-9.44369, -0.44650, 13.29800], [-8.78325, -1.99203, 12.92833], [-10.24045, -1.36841, 12.06889], [-6.79408, -1.02296, 12.34423], [-7.11142, 0.69916, 12.50060], [-6.93857, 1.09495, 10.09103], [-6.66193, -0.54694, 9.74790], [-4.94174, 1.18267, 11.39954], [-5.04451, 1.67591, 9.02622], [-4.63795, -0.00131, 8.72080], [-2.83758, 1.33715, 8.53416], [-2.45557, 0.53681, 10.14223], [-1.54045, 2.46122, 11.76579], [-1.86875, 4.05677, 10.93738], [-1.02235, 2.74795, 10.10198], [0.57039, -5.04056, 7.64953], [1.28464, -6.06239, 8.26960], [1.55078, -7.20714, 7.42885], [0.25731, -7.98897, 6.96929], [-0.44593, -8.73298, 8.05127], [-1.53039, -9.58489, 7.58744], [-1.87626, -10.61494, 8.68425], [-0.76197, -11.45846, 8.91221], [-0.86989, -12.22419, 10.06764], [-0.40459, -5.30638, 7.24103], [1.19035, -4.60562, 6.86558], [0.42638, -4.26321, 8.39991], [2.21492, -7.89129, 7.95700], [2.06803, -6.86807, 6.53131], [0.70959, -8.79166, 6.38686], [-0.45515, -7.38819, 6.40398], [0.22236, -9.38817, 8.43102], [-1.30135, -10.17781, 6.70196], [-2.47582, -9.09723, 7.34983], [-2.73447, -11.25085, 8.46700], [-2.11765, -10.08826, 9.60753], [-0.77168, -11.72246, 11.03031], [-0.07350, -12.96788, 10.09529], [-1.76895, -12.83865, 10.02030], [3.64452, 1.76193, 7.83520], [4.28286, 1.72103, 9.05840], [4.02875, 0.51874, 9.82115], [4.50604, 0.73260, 11.24434], [4.39875, -0.53976, 12.00977], [5.08810, -1.74623, 11.58393], [5.32102, -2.70850, 12.76263], [5.93007, -2.01362, 13.83523], [6.29149, -2.93688, 14.82584], [2.58886, 1.89317, 8.07283], [3.98330, 0.93351, 7.21308], [3.90455, 2.62979, 7.22915], [4.52382, -0.32041, 9.33245], [2.94819, 0.37567, 9.82751], [3.95581, 1.51156, 11.77214], [5.55397, 1.02784, 11.19170], [4.54049, -0.39522, 12.99928], [6.12272, -1.57203, 11.28844], [4.50465, -2.30354, 10.85106], [5.84759, -3.57152, 12.35517], [4.28996, -2.91642, 13.04860], [7.15936, -3.54692, 14.57535], [5.45011, -3.59377, 15.04653], [6.61064, -2.41850, 15.73001], [4.28516, -2.20078, -6.68404], [4.98040, -3.43637, -6.55384], [5.72306, -3.54769, -5.38524], [4.91274, -3.71462, -4.05501], [5.89056, -3.67944, -2.99721], [5.20741, -3.67870, -1.68452], [6.26682, -3.63897, -0.58639], [6.88878, -2.33618, -0.67599], [7.70563, -1.97498, 0.40172], [3.53858, -2.02485, -5.90959], [3.74150, -2.20815, -7.62876], [4.90165, -1.30199, -6.66964], [6.42177, -2.71424, -5.31266], [6.44305, -4.36488, -5.42908], [4.31681, -4.62674, -4.08662], [4.22286, -2.88294, -3.91195], [6.40826, -2.81487, -3.06516], [4.72055, -4.64482, -1.55154], [4.47087, -2.88863, -1.53818], [7.03006, -4.39360, -0.77639], [5.87874, -3.82654, 0.41476], [8.57833, -1.38510, 0.12147], [8.08483, -2.87895, 0.87831], [7.14360, -1.38616, 1.12664]]}